125
Properties=species:S:1:pos:R:3 method="wB97M-V/def2-TZVPD" de_lowest_ev=9.315 gap_ha=0.297
C -1.795 18.925 8.263
C -1.459 19.755 9.496
O -0.384 20.577 9.190
H -2.438 19.351 7.498
H -2.418 18.235 8.756
H -1.077 18.319 7.670
H -1.025 19.139 10.273
H -2.226 20.297 9.865
H 0.396 20.022 9.309
C 0.542 13.169 2.528
C 0.696 14.577 2.997
O 1.355 14.581 4.323
H -0.183 13.238 1.723
H 0.477 12.341 3.249
H 1.425 12.816 2.067
H -0.377 14.881 3.069
H 1.300 15.195 2.354
H 0.847 15.170 4.879
C 6.533 17.766 9.725
C 7.686 16.807 9.717
O 8.374 16.929 8.502
H 5.898 17.393 10.486
H 6.015 17.757 8.770
H 6.683 18.864 9.937
H 7.290 15.841 9.847
H 8.437 17.120 10.452
H 9.202 17.476 8.548
C 3.240 19.749 8.117
O 2.129 19.529 8.835
N 3.946 18.852 7.604
N 3.395 20.560 7.124
H 3.694 17.906 7.995
H 4.879 18.979 7.999
H 2.598 21.300 7.211
H 4.270 21.073 7.321
C -3.106 16.569 4.959
O -3.921 17.400 4.225
N -3.012 15.279 4.790
N -2.364 17.008 5.877
H -3.391 14.780 3.997
H -2.380 14.730 5.445
H -2.554 17.988 6.021
H -1.722 16.427 6.468
C -1.408 14.521 7.768
O -0.931 14.615 6.519
N -1.076 13.665 8.521
N -2.419 15.217 8.099
H -0.580 12.793 8.197
H -1.606 13.382 9.332
H -2.840 15.762 7.400
H -2.798 15.368 8.992
C 4.978 13.898 8.193
O 5.062 14.986 9.016
N 6.004 13.379 7.517
N 3.919 13.101 8.270
H 6.809 14.034 7.425
H 6.119 12.394 7.355
H 3.092 13.370 8.855
H 3.760 12.243 7.649
C 3.521 12.213 5.208
O 3.937 11.313 6.177
N 4.098 13.378 5.168
N 2.637 12.058 4.291
H 4.880 13.433 5.843
H 3.942 14.144 4.501
H 2.193 11.120 4.045
H 2.175 12.859 3.893
C 2.100 16.252 7.922
O 0.843 16.870 7.940
N 3.015 16.457 8.815
N 2.417 15.418 7.035
H 2.759 16.908 9.746
H 3.853 15.898 8.855
H 1.653 15.116 6.368
H 3.017 14.615 7.223
C 5.084 17.095 5.142
O 5.839 16.192 5.904
N 3.797 17.058 5.253
N 5.302 18.399 4.830
H 3.417 16.349 5.957
H 3.380 16.721 4.378
H 6.196 18.568 5.441
H 5.709 18.643 3.916
C 3.256 14.350 13.806
O 2.117 14.819 14.427
N 3.892 13.249 14.156
N 3.914 14.902 12.839
H 3.515 12.576 14.900
H 4.591 12.769 13.588
H 3.464 15.781 12.391
H 4.669 14.374 12.250
C 0.884 18.260 4.889
O 0.430 16.994 4.822
N 1.797 18.723 4.137
N 1.145 18.834 5.999
H 1.987 18.131 3.365
H 1.425 19.621 3.686
H 0.740 19.771 6.126
H 0.864 18.228 6.786
C 2.855 18.192 11.526
O 3.811 19.005 10.922
N 1.810 17.868 10.936
N 3.069 17.644 12.660
H 1.600 18.333 10.075
H 0.962 17.341 11.341
H 3.861 18.042 13.266
H 2.339 17.142 13.195
C -0.467 16.179 10.650
O -0.027 16.208 12.014
H 0.309 15.593 10.126
H -0.794 17.085 10.164
H -1.231 15.514 10.563
H -0.215 15.352 12.446
C 1.971 13.571 10.719
O 1.553 13.477 9.406
H 1.632 12.785 11.372
H 1.900 14.565 11.199
H 3.096 13.416 10.639
H 0.601 13.695 9.374
C 1.157 11.337 7.279
O -0.088 11.125 7.988
H 0.991 11.044 6.247
H 2.000 10.798 7.725
H 1.597 12.373 7.149
H -0.028 10.198 8.175